Record 1
# C33H33N3O4PPtS

C33H33N3O4PPtS as an isolated structure (ωB97M-V/def2-TZVPD, the OMol25 dataset).

Summary:
net charge: +3
E_LUMO: -0.394 hartree
largest force on an atom: 1.57 eV/Å
molar mass: 793.8 g mol⁻¹

Each line ends with the Löwdin charge.
Positions of all 76 atoms, in Å:
Pt 0.3696 0.1151 -0.2484  1.388
C 1.0697 -3.7933 1.3816  0.021
C 0.0650 -3.8715 2.3355  0.029
C -0.8461 -2.8315 2.4683  0.054
C -0.7241 -1.7340 1.6398  -0.200
N 0.2689 -1.6714 0.7245  -0.083
C 1.1497 -2.6650 0.5880  -0.062
C -1.6422 -0.5823 1.5954  -0.174
C -2.7479 -0.3763 2.3896  0.058
C -3.5429 0.7493 2.1868  0.037
C -3.2262 1.6483 1.1833  0.033
C -2.1071 1.4183 0.4021  -0.041
N -1.3574 0.3310 0.6304  -0.054
H 1.7912 -4.5881 1.2558  0.137
H -0.0130 -4.7403 2.9758  0.141
H -1.6359 -2.8859 3.2045  0.136
H 1.9258 -2.5379 -0.1557  0.136
H -2.9961 -1.0854 3.1672  0.138
H -4.4091 0.9140 2.8144  0.144
H -3.8241 2.5296 0.9992  0.141
H -1.7791 2.0765 -0.3920  0.125
C 7.2330 0.2896 4.9305  -0.016
C 6.0906 0.4618 3.9783  -0.221
C 6.1991 0.0601 2.6469  0.003
C 5.1438 0.2065 1.7637  -0.034
C 3.9611 0.7665 2.2379  -0.315
C 3.8145 1.1792 3.5634  -0.041
C 4.8828 1.0186 4.4192  0.001
S 2.6749 1.0603 1.1284  0.677
O 1.3742 0.7186 1.7441  -0.355
O 2.8880 0.3265 -0.1063  -0.324
N 2.5582 2.6037 0.7331  -0.117
C 3.1691 3.1660 -0.4846  -0.137
C 2.4944 2.6959 -1.7862  -0.082
C 0.9911 2.7742 -1.8240  -0.551
O 0.3612 3.5175 -2.5152  0.146
O 0.2660 1.9388 -1.0031  -0.305
H 8.1722 0.1271 4.4070  0.091
H 7.0544 -0.5743 5.5748  0.105
H 7.3368 1.1583 5.5794  0.098
H 7.1282 -0.3684 2.2944  0.132
H 5.2381 -0.1012 0.7312  0.119
H 2.8864 1.6093 3.9195  0.123
H 4.7889 1.3331 5.4508  0.135
H 2.2775 3.2365 1.4696  0.148
H 4.2369 2.9497 -0.5246  0.136
H 3.0627 4.2443 -0.3846  0.146
H 2.8013 1.6755 -2.0122  0.100
H 2.8405 3.3434 -2.5908  0.145
C 0.7343 -0.3281 -3.4045  -0.165
P -0.6162 -0.6091 -2.2513  1.007
C -2.0391 0.3507 -2.6901  -0.348
C -3.3374 -0.1227 -2.4414  -0.068
C -4.4269 0.6407 -2.8159  -0.034
C -4.2359 1.8740 -3.4325  -0.009
C -2.9549 2.3422 -3.6864  -0.014
C -1.8540 1.5882 -3.3161  -0.066
C -0.9605 -2.3523 -2.1376  -0.354
C -1.8727 -2.8574 -1.2012  -0.115
C -2.1642 -4.2081 -1.1808  -0.034
C -1.5485 -5.0668 -2.0878  -0.015
C -0.6400 -4.5753 -3.0111  -0.024
C -0.3368 -3.2210 -3.0374  -0.055
H 0.3973 -0.5844 -4.4105  0.097
H 1.6040 -0.9323 -3.1433  0.076
H 1.0134 0.7247 -3.3873  0.047
H -3.5044 -1.0979 -2.0096  0.097
H -5.4282 0.2663 -2.6510  0.126
H -5.0927 2.4643 -3.7298  0.131
H -2.8074 3.2960 -4.1741  0.133
H -0.8695 1.9805 -3.5184  0.087
H -2.3692 -2.1986 -0.5003  0.095
H -2.8836 -4.5971 -0.4722  0.125
H -1.7877 -6.1219 -2.0765  0.131
H -0.1698 -5.2423 -3.7208  0.130
H 0.3650 -2.8575 -3.7753  0.107

Record 2
# C19H27CrF3O13S

C19H27CrF3O13S as an isolated structure (ωB97M-V/def2-TZVPD, the OMol25 dataset).

Summary:
net charge: +1
E_LUMO (alpha / beta): -0.236 / -0.167 hartree
2S+1: 4
largest force on an atom: 8.15 eV/Å
molar mass: 604.5 g mol⁻¹

Each line ends with the Löwdin charge.
Positions of all 64 atoms, in Å:
Cr -1.4034 0.3973 2.3511  1.278
C 0.0189 0.8481 -1.5099  0.064
C -0.4686 0.6160 -0.1003  -0.718
O 0.2488 0.5227 0.8261  0.078
O -1.6403 0.4282 0.2055  0.075
H 0.2036 1.9190 -1.4257  0.088
H -0.6372 0.6053 -2.3458  0.106
H 0.9704 0.3867 -1.7746  0.094
C -3.2684 -4.0216 2.4722  -0.679
F -3.1342 -5.2409 1.9185  0.167
F -4.2462 -3.3397 2.0146  0.183
F -3.4679 -4.0495 3.7685  0.170
S -1.6952 -2.9565 2.0923  0.589
O -1.3305 -3.1765 0.6921  -0.299
O -2.0501 -1.5048 2.4023  -0.414
O -0.6438 -3.4838 2.8761  -0.269
O 0.3396 -0.2132 3.3646  -0.059
C 1.4373 0.0407 4.0221  -0.303
O 1.5079 0.7910 5.0814  0.079
C 2.8089 1.1073 5.6105  -0.087
C 3.6252 0.0783 4.8539  -0.166
C 2.8844 -0.2635 3.6148  -0.044
H 2.9376 1.1445 6.6923  0.145
H 3.1234 2.0770 5.2246  0.134
H 3.8831 -0.7943 5.4539  0.136
H 4.4403 0.7243 4.5277  0.127
H 3.2681 -1.2151 3.2469  0.149
H 3.0656 0.5066 2.8649  0.145
O -3.4163 0.8653 2.1999  0.026
C -4.5810 1.1255 2.3041  -0.373
O -5.0452 1.1010 3.5741  0.065
C -6.4136 1.3551 3.6032  -0.142
C -6.7329 2.1282 2.2982  -0.112
C -5.6476 1.6470 1.3764  -0.049
H -6.5503 2.0055 4.4672  0.132
H -6.9525 0.4542 3.8964  0.139
H -6.9443 3.1894 2.4301  0.127
H -7.6790 1.8168 1.8554  0.122
H -5.1633 2.3525 0.7012  0.144
H -5.9548 0.8895 0.6553  0.148
O 5.3629 -2.3114 -3.6284  0.075
C 4.1369 -2.5334 -3.6306  -0.450
O 3.3242 -1.8225 -4.3729  0.054
C 1.9694 -2.2944 -4.2825  -0.158
C 1.9168 -3.1098 -3.0959  -0.215
C 3.2971 -3.4550 -2.7417  -0.077
H 1.5483 -2.8943 -5.0893  0.140
H 1.3345 -1.4367 -4.0601  0.118
H 1.3342 -4.0007 -3.3304  0.125
H 1.3145 -2.7916 -2.2450  0.122
H 3.5104 -4.5151 -2.8787  0.132
H 3.6471 -3.4512 -1.7095  0.131
O 0.0687 4.2982 -5.1369  0.077
C 1.1117 3.6238 -5.0243  -0.449
O 1.6261 2.9867 -6.0967  0.041
C 2.9549 2.4702 -5.8370  -0.130
C 2.8347 2.1342 -4.3614  -0.172
C 1.9484 3.2401 -3.8458  -0.091
H 3.8996 2.9698 -6.0517  0.135
H 3.0835 1.4399 -6.1687  0.124
H 3.8155 2.1372 -3.8860  0.125
H 2.3459 1.1730 -4.2026  0.102
H 2.5237 4.1642 -3.7904  0.139
H 1.3945 3.1154 -2.9154  0.104

Record 3
# C35H64Cl2N10O11S2

C35H64Cl2N10O11S2 as an isolated structure (ωB97M-V/def2-TZVPD, the OMol25 dataset).

Summary:
E_LUMO: -0.070 hartree
largest force on an atom: 4.60 eV/Å
molar mass: 936.0 g mol⁻¹

Each line ends with the Löwdin charge.
Positions of all 124 atoms, in Å:
C -3.9634 -2.4475 -3.2860  -0.071
C -5.1200 -2.3791 -4.4006  -0.231
O -4.8643 -1.1886 -5.1644  -0.191
C -4.9640 -1.3818 -6.5800  -0.132
C -3.6568 -0.7405 -7.2095  0.020
C -3.3575 0.7593 -7.1111  -0.087
C -4.3688 1.7247 -6.4083  -0.623
Cl -5.3388 2.7293 -7.6128  0.585
C -3.7754 2.5584 -5.1974  -0.700
C -3.6386 1.5848 -3.9319  -0.116
Cl -4.9699 3.8696 -4.7877  0.583
C -2.1128 1.2272 -7.7360  -0.130
S -1.5030 2.9443 -7.7599  0.666
C -0.3296 3.0926 -6.3300  -0.131
O -2.5260 3.9801 -7.5977  -0.352
O -0.6983 3.2525 -8.9616  -0.351
C -1.2154 0.2034 -8.4156  -0.240
N -0.0053 0.4697 -9.0549  -0.247
S 0.6158 -0.9452 -9.6331  1.028
N -0.5308 -2.0880 -9.1603  -0.193
C -1.4625 -1.2879 -8.5116  -0.259
C -2.7484 -1.6969 -7.8538  -0.097
O -3.0687 -3.0970 -7.8774  0.020
C -3.8226 -3.3385 -9.0055  -0.268
N -4.6959 -3.6766 -9.6808  0.185
H -3.8855 -3.4548 -2.8026  0.073
H -3.0113 -2.1232 -3.8032  0.078
H -4.1924 -1.6236 -2.5426  0.080
H -5.0433 -3.3396 -4.9759  0.119
H -6.0805 -2.2587 -3.8268  0.123
H -5.1399 -2.4363 -6.9102  0.121
H -5.8217 -0.7385 -6.9616  0.143
H -5.1558 1.0539 -5.9455  0.088
H -2.7586 2.9852 -5.3604  0.055
H -3.1978 2.2178 -3.1168  0.061
H -2.8212 0.8516 -4.2245  0.091
H -4.6018 1.0855 -3.6611  0.087
H 0.6249 2.5435 -6.5934  0.071
H -0.7603 2.5171 -5.4517  0.062
H -0.1307 4.1696 -6.0783  0.089
C -2.0277 2.4821 1.0508  -0.015
C -1.6197 2.0617 -0.3333  -0.536
O -2.3641 1.4265 -1.0730  0.003
N -0.3742 2.4091 -0.7612  0.001
C 0.6431 3.1507 -0.0444  -0.077
H -3.0400 2.1357 1.2502  0.090
H -1.3597 2.0374 1.7913  0.064
H -2.0136 3.5689 1.1331  0.076
H -0.1689 2.0943 -1.6974  0.131
H 0.8872 4.0470 -0.6188  0.080
H 1.5359 2.5259 0.0344  0.078
H 0.3142 3.4380 0.9511  0.080
C 0.7847 -0.4697 3.2204  -0.004
C 0.5666 0.8028 3.9982  -0.549
O -0.5287 1.3449 4.0616  0.019
N 1.6328 1.3460 4.6399  0.011
C 2.9981 0.8580 4.6842  -0.075
H -0.1559 -0.7785 2.7662  0.084
H 1.5147 -0.3056 2.4254  0.084
H 1.1247 -1.2651 3.8865  0.068
H 1.4101 2.1949 5.1380  0.141
H 3.2648 0.6785 5.7262  0.077
H 3.6528 1.6318 4.2764  0.081
H 3.1251 -0.0593 4.1165  0.071
C 5.5816 1.5660 -10.3811  -0.014
C 4.3195 0.8714 -10.8214  -0.558
O 4.3369 -0.2230 -11.3671  0.019
N 3.1345 1.4986 -10.5953  0.004
C 2.9014 2.7855 -9.9685  -0.069
H 6.4393 0.9429 -10.6292  0.083
H 5.6870 2.5209 -10.8991  0.085
H 5.5690 1.7219 -9.3007  0.083
H 2.3365 0.9724 -10.9178  0.096
H 2.2626 2.6343 -9.0964  0.065
H 2.3803 3.4274 -10.6806  0.090
H 3.8274 3.2642 -9.6607  0.074
C 4.9697 -3.9154 6.1112  -0.029
C 3.7523 -3.0298 6.1622  -0.541
O 3.8087 -1.8660 6.5351  0.023
N 2.5573 -3.5603 5.7762  -0.001
C 2.2818 -4.9025 5.3070  -0.081
H 5.8365 -3.3559 6.4457  0.064
H 4.8381 -4.7740 6.7719  0.090
H 5.1491 -4.2495 5.0876  0.086
H 1.7901 -2.9073 5.8385  0.130
H 1.8559 -4.8379 4.3034  0.080
H 1.5479 -5.3587 5.9747  0.082
H 3.1769 -5.5180 5.2803  0.073
C -2.3487 5.8343 5.1953  -0.014
C -2.5909 4.4510 4.6480  -0.546
O -2.4288 4.1832 3.4644  0.016
N -2.9998 3.4886 5.5109  0.022
C -3.2474 3.6035 6.9355  -0.078
H -2.0274 6.4892 4.3867  0.080
H -3.2692 6.2378 5.6214  0.082
H -1.5622 5.8083 5.9519  0.082
H -3.1391 2.5905 5.0712  0.141
H -2.5948 2.9054 7.4535  0.054
H -4.2869 3.3274 7.1267  0.084
H -3.0669 4.6109 7.3034  0.074
C -4.2005 -0.6932 8.9893  -0.008
C -3.6158 0.6224 9.4316  -0.536
O -2.8309 1.2505 8.7354  0.014
N -3.9859 1.1089 10.6466  0.005
C -4.8946 0.5210 11.6101  -0.077
H -3.8112 -0.9460 8.0045  0.085
H -3.9180 -1.4846 9.6860  0.085
H -5.2876 -0.6194 8.9224  0.086
H -3.5535 1.9923 10.8726  0.142
H -5.7119 1.2229 11.7874  0.083
H -4.3530 0.3641 12.5450  0.083
H -5.3006 -0.4259 11.2651  0.074
C 8.8916 -6.5646 6.8235  -0.008
C 8.4045 -5.4449 5.9418  -0.531
O 7.6335 -4.5867 6.3481  0.015
N 8.8486 -5.4056 4.6567  0.006
C 9.7552 -6.3199 3.9917  -0.077
H 8.4513 -6.4593 7.8136  0.085
H 8.5879 -7.5288 6.4112  0.085
H 9.9778 -6.5216 6.9223  0.086
H 8.4796 -4.6283 4.1293  0.142
H 10.6197 -5.7540 3.6391  0.084
H 9.2404 -6.7531 3.1318  0.083
H 10.0897 -7.1164 4.6507  0.074

Record 4
# C5H26NO10

A 9-piece molecular cluster, C5H26NO10 overall (ωB97M-V/def2-TZVPD, the OMol25 dataset).

Summary:
net charge: -1
E_LUMO: 0.108 hartree
largest force on an atom: 2.68 eV/Å
molar mass: 260.3 g mol⁻¹
energy above the lowest of the compared OMol25 structures with the same formula, charge and spin: 96.2 kJ/mol

Each line ends with the Löwdin charge.
Positions of all 42 atoms, in Å:
C -2.3544 -1.7241 -2.2544  -0.081
C -1.9470 -0.6253 -1.2223  -0.439
C -0.7001 0.1268 -1.5869  -0.155
C -0.3016 0.9396 -0.3305  -0.093
C 0.7625 2.0038 -0.7481  -0.594
O 1.9919 1.6997 -0.5845  -0.099
O 0.3693 3.1147 -1.1381  -0.004
N -1.9350 -1.1884 0.1563  0.054
H -2.1555 -1.5783 -3.3304  0.072
H -1.8430 -2.6676 -2.0151  0.067
H -3.3876 -2.0511 -2.1742  0.056
H -2.8257 0.0253 -1.3491  0.120
H -0.8602 0.7887 -2.4368  0.112
H 0.1117 -0.4904 -1.9836  0.112
H 0.2148 0.4096 0.4744  0.100
H -1.1722 1.3496 0.1378  0.093
H -1.0290 -1.5449 0.4320  0.042
H -2.6262 -1.9228 0.2226  0.066
H 3.6846 2.6361 1.2804  0.049
H 2.8031 1.5549 0.8064  -0.006
O 3.2664 1.8367 1.6483  -0.110
H -2.3492 3.8523 -2.2032  0.017
H -1.1849 2.9313 -1.6714  -0.015
O -2.1379 2.9522 -1.9622  -0.096
H 2.2983 0.1050 -0.9397  0.037
H 3.1732 -0.5680 -1.9331  0.070
O 2.7375 -0.8030 -1.1072  -0.105
H -3.4159 1.1113 0.6545  -0.001
H -3.6855 2.6966 0.3226  0.018
O -3.8490 1.9372 0.8833  -0.068
H 2.8862 -1.0397 0.6628  -0.009
H 3.5606 -0.0707 1.6912  0.021
O 3.1747 -0.9584 1.5973  -0.078
H 1.0579 -2.4953 2.1724  0.039
H 1.2305 -1.0343 1.9837  0.012
O 0.5609 -1.6762 2.2646  -0.069
H 2.1048 -3.0679 0.5743  0.025
H 1.6625 -2.0861 -0.3796  -0.005
O 1.3968 -2.9874 -0.0837  -0.081
H -0.4252 -0.1127 4.6563  0.021
H 0.7295 -0.8311 3.9645  -0.003
O 0.4073 -0.5476 4.8484  -0.091